Molecular formula: C3H12N3O
Method: DFT, ωB97M-V/def2-TZVPD

```
! RIJCOSX wB97M-V def2-TZVPD def2/J DEFGRID3
* xyz 1 1
C -1.716 -2.553 -0.895
C -0.049 -1.084 0.237
N 1.093 -1.064 0.918
N -0.378 -2.228 -0.389
N -0.772 0.024 0.114
H 1.766 -1.782 0.706
H 1.485 -0.221 1.305
H 0.090 -3.027 0.021
H -1.775 0.004 0.157
H -0.313 0.944 0.025
H -1.546 -3.227 -1.721
H -2.223 -1.643 -1.158
H -2.332 -3.097 -0.174
C 1.195 3.376 0.468
O 0.893 2.198 -0.322
H 0.849 2.410 -1.267
H 1.707 3.032 1.343
H 1.769 4.085 -0.128
H 0.259 3.853 0.761
*
```

The calculation puts the relative energy (zero: lowest compared OMol25 entry of this formula, charge and spin) at 1.084 eV. The HOMO-LUMO gap comes out at 11.708 eV.

Mulliken atomic charge list, values in e, 5 entries: -0.85, 0.65, -0.36, -0.22, -0.27


Molecular formula: C40H39F3N5OS3SbSc
Method: DFT, ωB97M-V/def2-TZVPD

```
! RIJCOSX wB97M-V def2-TZVPD def2/J DEFGRID3
* xyz 1 1
Sc -0.101 0.180 -0.172
C 0.707 -2.476 -2.435
C -0.421 -1.616 -3.022
N -1.352 -1.119 -1.982
C -2.445 -2.057 -1.673
C -2.008 -3.280 -0.870
S -0.999 -2.793 0.589
C 0.556 -3.726 0.385
C 1.679 -2.876 -0.220
N 1.162 -1.887 -1.169
H 1.517 -2.533 -3.170
H 0.363 -3.493 -2.253
H -0.963 -2.186 -3.790
H 0.030 -0.737 -3.490
H -1.801 -0.304 -2.404
H -2.933 -2.407 -2.594
H -3.189 -1.511 -1.081
H -1.439 -3.988 -1.466
H -2.889 -3.794 -0.484
H 0.330 -4.606 -0.214
H 0.824 -4.048 1.391
H 2.411 -3.546 -0.691
H 2.191 -2.321 0.573
H 1.937 -1.253 -1.395
S 2.106 0.180 1.131
C 3.065 1.367 0.255
C 4.154 1.933 0.910
C 4.925 2.912 0.299
C 5.946 3.544 1.042
N 6.742 4.070 1.675
C 4.647 3.298 -1.028
C 3.578 2.717 -1.692
C 2.765 1.785 -1.057
S 1.380 1.214 -1.947
C 5.414 4.300 -1.667
N 6.019 5.114 -2.199
H 4.385 1.618 1.918
H 3.338 2.996 -2.707
O -1.476 1.811 -1.903
C -2.722 2.481 -2.104
C -3.187 3.205 -0.841
C -3.042 2.300 0.402
C -1.915 2.790 1.264
C -2.184 3.711 2.270
C -1.149 4.207 3.041
C 0.143 3.824 2.720
C 0.331 2.925 1.687
N -0.670 2.368 0.989
H -0.759 2.419 -2.143
H -3.454 1.712 -2.372
H -2.642 3.183 -2.938
H -4.226 3.504 -0.981
H -2.596 4.111 -0.692
H -2.842 1.264 0.086
H -3.963 2.306 0.982
H -3.202 4.020 2.442
H -1.342 4.883 3.858
H 0.994 4.206 3.258
H 1.338 2.636 1.407
F -7.136 1.867 4.020
C -5.896 1.438 3.747
C -5.718 0.472 2.771
C -4.433 0.037 2.496
C -3.341 0.538 3.193
C -3.549 1.532 4.135
C -4.822 1.988 4.426
Sb -1.350 -0.248 2.827
C -1.773 -2.169 3.720
C -2.863 -2.927 3.321
C -3.107 -4.163 3.891
C -2.238 -4.634 4.860
F -2.470 -5.834 5.412
C -1.132 -3.906 5.258
C -0.905 -2.671 4.677
C -0.416 0.526 4.631
C -1.072 0.422 5.854
C -0.466 0.854 7.018
C 0.814 1.380 6.948
F 1.406 1.808 8.071
C 1.499 1.467 5.750
C 0.876 1.033 4.592
H -6.578 0.070 2.258
H -4.292 -0.700 1.716
H -2.703 1.958 4.653
H -4.992 2.746 5.174
H -3.537 -2.560 2.561
H -3.957 -4.757 3.594
H -0.470 -4.306 6.009
H -0.044 -2.093 4.980
H -2.063 -0.009 5.900
H -0.958 0.775 7.975
H 2.509 1.847 5.736
H 1.423 1.065 3.658
*
```

The HOMO-LUMO gap comes out at 7.082 eV.

Mulliken atomic charge list, values in e, 5 entries: 0.70, -0.88, -0.93, 0.43, -0.88


What is the HOMO-LUMO gap in the second record?
7.082 eV


Copy entry 2 word for word.
Molecular formula: C40H39F3N5OS3SbSc
Method: DFT, ωB97M-V/def2-TZVPD

```
! RIJCOSX wB97M-V def2-TZVPD def2/J DEFGRID3
* xyz 1 1
Sc -0.101 0.180 -0.172
C 0.707 -2.476 -2.435
C -0.421 -1.616 -3.022
N -1.352 -1.119 -1.982
C -2.445 -2.057 -1.673
C -2.008 -3.280 -0.870
S -0.999 -2.793 0.589
C 0.556 -3.726 0.385
C 1.679 -2.876 -0.220
N 1.162 -1.887 -1.169
H 1.517 -2.533 -3.170
H 0.363 -3.493 -2.253
H -0.963 -2.186 -3.790
H 0.030 -0.737 -3.490
H -1.801 -0.304 -2.404
H -2.933 -2.407 -2.594
H -3.189 -1.511 -1.081
H -1.439 -3.988 -1.466
H -2.889 -3.794 -0.484
H 0.330 -4.606 -0.214
H 0.824 -4.048 1.391
H 2.411 -3.546 -0.691
H 2.191 -2.321 0.573
H 1.937 -1.253 -1.395
S 2.106 0.180 1.131
C 3.065 1.367 0.255
C 4.154 1.933 0.910
C 4.925 2.912 0.299
C 5.946 3.544 1.042
N 6.742 4.070 1.675
C 4.647 3.298 -1.028
C 3.578 2.717 -1.692
C 2.765 1.785 -1.057
S 1.380 1.214 -1.947
C 5.414 4.300 -1.667
N 6.019 5.114 -2.199
H 4.385 1.618 1.918
H 3.338 2.996 -2.707
O -1.476 1.811 -1.903
C -2.722 2.481 -2.104
C -3.187 3.205 -0.841
C -3.042 2.300 0.402
C -1.915 2.790 1.264
C -2.184 3.711 2.270
C -1.149 4.207 3.041
C 0.143 3.824 2.720
C 0.331 2.925 1.687
N -0.670 2.368 0.989
H -0.759 2.419 -2.143
H -3.454 1.712 -2.372
H -2.642 3.183 -2.938
H -4.226 3.504 -0.981
H -2.596 4.111 -0.692
H -2.842 1.264 0.086
H -3.963 2.306 0.982
H -3.202 4.020 2.442
H -1.342 4.883 3.858
H 0.994 4.206 3.258
H 1.338 2.636 1.407
F -7.136 1.867 4.020
C -5.896 1.438 3.747
C -5.718 0.472 2.771
C -4.433 0.037 2.496
C -3.341 0.538 3.193
C -3.549 1.532 4.135
C -4.822 1.988 4.426
Sb -1.350 -0.248 2.827
C -1.773 -2.169 3.720
C -2.863 -2.927 3.321
C -3.107 -4.163 3.891
C -2.238 -4.634 4.860
F -2.470 -5.834 5.412
C -1.132 -3.906 5.258
C -0.905 -2.671 4.677
C -0.416 0.526 4.631
C -1.072 0.422 5.854
C -0.466 0.854 7.018
C 0.814 1.380 6.948
F 1.406 1.808 8.071
C 1.499 1.467 5.750
C 0.876 1.033 4.592
H -6.578 0.070 2.258
H -4.292 -0.700 1.716
H -2.703 1.958 4.653
H -4.992 2.746 5.174
H -3.537 -2.560 2.561
H -3.957 -4.757 3.594
H -0.470 -4.306 6.009
H -0.044 -2.093 4.980
H -2.063 -0.009 5.900
H -0.958 0.775 7.975
H 2.509 1.847 5.736
H 1.423 1.065 3.658
*
```

The HOMO-LUMO gap comes out at 7.082 eV.

Mulliken atomic charge list, values in e, 5 entries: 0.70, -0.88, -0.93, 0.43, -0.88


Which value of HOMO-LUMO gap does entry 2 give?
7.082 eV


What is the formula in the first record?
C3H12N3O